{
  "formula": "C23H28Cl3N6OSTi",
  "method": "the ωB97M-V functional and the def2-TZVPD basis",
  "elements": ["Ti", "C", "N", "C", "C", "C", "C", "C", "C", "C", "C", "H", "H", "H", "H", "H", "H", "H", "H", "H", "H", "H", "H", "C", "C", "O", "N", "C", "C", "C", "C", "C", "C", "N", "H", "H", "H", "H", "H", "H", "H", "H", "H", "H", "C", "N", "C", "C", "N", "C", "S", "H", "H", "H", "H", "H", "H", "Cl", "C", "Cl", "Cl", "C", "N"],
  "xyz": [[0.11320, 0.06364, 0.75748], [2.96651, -0.86980, 1.79389], [2.17330, 0.36963, 1.66033], [2.18810, 1.06787, 2.96456], [2.82803, 1.24136, 0.64403], [2.57849, 0.68254, -0.73736], [3.49267, 0.90016, -1.75823], [3.23975, 0.39202, -3.02879], [2.07328, -0.32242, -3.26415], [1.15697, -0.51339, -2.23258], [1.37648, -0.01301, -0.94575], [3.96570, -0.63081, 2.16902], [3.05852, -1.35234, 0.82297], [2.47679, -1.54600, 2.49239], [3.21319, 1.34670, 3.22419], [1.80101, 0.40249, 3.73528], [1.56731, 1.95945, 2.91677], [3.89745, 1.32850, 0.86703], [2.37685, 2.23195, 0.72963], [4.41101, 1.44540, -1.56452], [3.95605, 0.54339, -3.82651], [1.88138, -0.73469, -4.24685], [0.24634, -1.06378, -2.45504], [-3.08773, 1.77677, 1.81765], [-2.00878, 0.88168, 2.30887], [-0.76130, 1.18580, 2.22530], [-2.36043, -0.25908, 2.86634], [-1.39244, -1.20506, 3.41988], [-0.91830, -2.27826, 2.46431], [-1.35631, -3.58296, 2.60553], [-0.89461, -4.55547, 1.73851], [0.00150, -4.19727, 0.74625], [0.38155, -2.87491, 0.63930], [-0.06194, -1.92666, 1.48610], [-2.66349, 2.67296, 1.37608], [-3.74557, 2.02975, 2.64881], [-3.68692, 1.22852, 1.08528], [-3.28681, -0.64051, 2.56855], [-1.86260, -1.68523, 4.27457], [-0.53993, -0.62861, 3.77830], [-2.06528, -3.81953, 3.38675], [-1.23274, -5.57875, 1.83305], [0.39800, -4.91970, 0.04726], [1.06458, -2.55078, -0.13689], [-2.34324, 2.07026, -2.71080], [-0.94996, 2.43762, -2.93451], [-0.37905, 2.60547, -4.18823], [0.90763, 2.95225, -3.99533], [1.08785, 2.99482, -2.62780], [-0.04113, 2.68084, -1.97463], [-0.24468, 2.63961, -0.26385], [-2.99478, 2.88210, -3.02817], [-2.47701, 1.89137, -1.64652], [-2.57387, 1.16995, -3.27462], [-0.94105, 2.45620, -5.09198], [1.69528, 3.16396, -4.69375], [1.94448, 3.20292, -2.14048], [-4.28246, -1.90599, 1.18680], [-3.44760, -1.68121, -1.45452], [-3.30955, -3.32153, -1.79098], [-4.66619, -0.76821, -2.17276], [-2.39159, -1.02067, -0.82332], [-1.55197, -0.45136, -0.27216]],
  "atomic_forces_ev_per_a": [[1.01, 1.40, -0.23], [-0.13, 0.06, -0.01], [0.20, 0.30, 0.00], [-0.07, -0.07, -0.16], [-0.08, -0.19, -0.03], [0.08, 0.12, 0.18], [0.03, -0.15, -0.11], [-0.01, 0.02, 0.02], [0.04, 0.02, 0.08], [-0.08, 0.04, -0.02], [0.30, -0.05, -0.14], [0.03, -0.03, 0.00], [0.01, -0.03, 0.01], [0.02, -0.02, 0.00], [0.01, 0.01, 0.05], [-0.02, 0.02, 0.02], [0.00, 0.01, -0.01], [0.02, 0.00, -0.01], [0.00, 0.01, 0.02], [0.01, -0.03, 0.01], [0.01, -0.01, 0.01], [-0.01, 0.01, 0.00], [-0.01, 0.00, 0.02], [-0.05, 0.06, -0.07], [0.73, -0.15, 0.49], [-0.67, -0.22, 0.02], [-0.26, -0.25, -0.38], [-0.12, 0.14, -0.01], [-0.02, 0.05, -0.13], [0.01, 0.00, 0.09], [-0.03, -0.07, 0.05], [0.08, 0.10, -0.14], [-0.02, -0.09, 0.23], [-0.25, -0.53, 0.22], [-0.01, -0.03, -0.02], [-0.02, 0.04, -0.02], [-0.02, 0.02, 0.01], [0.25, -0.07, 0.23], [-0.01, -0.01, 0.01], [0.00, -0.02, 0.04], [0.00, -0.01, -0.04], [0.00, 0.01, 0.00], [-0.02, -0.02, 0.01], [-0.03, 0.04, 0.00], [0.17, 0.09, 0.06], [-0.32, -0.09, -0.14], [-0.02, -0.03, 0.14], [-0.04, -0.02, 0.16], [0.24, 0.16, -0.03], [0.02, -0.19, 0.35], [-0.05, -0.06, -0.23], [-0.02, 0.00, 0.00], [0.00, 0.01, -0.04], [-0.01, -0.03, -0.01], [-0.01, 0.01, 0.00], [0.01, 0.01, 0.00], [-0.02, -0.06, -0.05], [0.00, 0.08, 0.11], [0.51, 0.26, 0.13], [0.03, -0.23, -0.02], [-0.19, 0.12, -0.05], [-0.96, -0.37, -0.15], [-0.23, -0.10, -0.51]],
  "spin_multiplicity": 3,
  "total_charge": 1,
  "homo_lumo_gap_ev": [7.9, 6.7],
  "lumo_ev": [-2.79, -4.26],
  "e_above_lowest_kcal_mol": 12.62,
  "total_energy_ha": -3925.122140
}